{
  "formula": "C5H33NO12",
  "method": "the ωB97M-V functional and the def2-TZVPD basis",
  "symbols": ["C", "C", "N", "C", "C", "C", "O", "H", "H", "H", "H", "H", "H", "H", "H", "H", "H", "H", "O", "H", "H", "O", "H", "H", "O", "H", "H", "O", "H", "H", "O", "H", "H", "O", "H", "H", "O", "H", "H", "O", "H", "H", "O", "H", "H", "O", "H", "H", "O", "H", "H"],
  "xyz": [[-0.9330, 0.4992, 3.2213], [-0.5675, 0.5456, 1.7208], [0.8539, 0.6982, 1.4337], [-0.9466, -0.8094, 1.0752], [-0.6080, -0.8120, -0.4094], [0.7513, -1.3470, -0.7829], [1.4267, -0.9121, -1.6802], [-0.0667, 0.8940, 3.7467], [-1.1120, -0.5023, 3.6053], [-1.7886, 1.1446, 3.4088], [-1.0628, 1.3635, 1.1870], [1.4226, -0.1340, 1.5656], [1.4387, 1.4333, 1.8096], [-0.3271, -1.5529, 1.5668], [-1.9951, -0.9417, 1.3217], [-1.3010, -1.3388, -1.0745], [-0.6109, 0.2294, -0.7459], [1.1061, -2.0995, -0.0764], [-3.7352, -1.6695, -0.2839], [-3.3729, -0.7868, -0.1221], [-3.6647, -2.0290, 0.6094], [0.5675, -3.8193, -1.7017], [-0.0592, -4.1059, -2.3791], [0.1922, -4.2453, -0.9140], [3.0972, -2.4424, 0.4844], [3.5248, -1.7924, 1.0623], [3.3696, -2.2533, -0.4231], [-1.8454, 2.4563, -1.9036], [-1.8602, 1.7546, -1.2393], [-2.4351, 3.1187, -1.5224], [0.5129, 3.8050, 0.1679], [0.8918, 3.4321, -0.6424], [-0.1228, 3.2249, 0.5871], [-3.9091, 0.6903, -1.5349], [-3.4958, 1.2041, -2.2411], [-4.5811, 0.1352, -1.9458], [3.0107, 2.7037, 0.7382], [3.7378, 3.0941, 1.2382], [2.2681, 3.2917, 0.9592], [-0.9602, -3.7292, 0.9180], [-1.2253, -4.3548, 1.6118], [-1.7936, -3.6461, 0.4319], [0.1766, 1.3171, -4.5337], [0.7367, 0.8930, -3.8709], [-0.6015, 1.5305, -4.0014], [3.8641, 0.0778, 1.4001], [4.7617, 0.3549, 1.6211], [3.5756, 0.8104, 0.8267], [1.4192, 1.9039, -1.5099], [0.9833, 1.2870, -2.1100], [1.2923, 1.4307, -0.6698]],
  "forces_ev_per_angstrom": [[0.410, 0.802, -0.461], [0.935, -1.110, 0.160], [0.927, -0.248, -0.576], [0.495, 1.176, -0.056], [-0.387, 0.605, -0.954], [-0.222, 0.325, 1.067], [-0.043, -0.049, -0.325], [-0.136, 0.136, 0.337], [-0.108, -0.106, -0.163], [-0.131, -0.112, 0.264], [-0.342, 0.004, 0.222], [-0.416, -0.180, 0.078], [-0.709, 0.378, 0.285], [-0.288, -0.265, 0.275], [-0.020, -0.492, -0.121], [-0.227, -0.117, 0.363], [-0.107, -0.031, -0.231], [0.289, -0.222, -0.234], [0.160, -0.128, 0.806], [-0.211, 0.141, -0.732], [-0.320, -0.368, -0.144], [-0.714, -0.616, -0.010], [0.274, 0.159, -0.203], [0.339, 0.250, 0.152], [0.208, -0.515, 0.277], [-0.009, 0.120, -0.538], [-0.019, 0.188, 0.275], [-0.207, -0.091, 0.142], [0.153, 0.008, -0.077], [0.146, 0.154, -0.146], [0.360, 1.282, 0.849], [-0.544, -0.698, -0.150], [0.036, -0.376, -0.523], [-0.100, 0.141, -0.077], [-0.052, -0.031, -0.018], [0.104, -0.029, 0.072], [0.440, 0.424, 0.634], [0.104, -0.087, -0.124], [-0.328, -0.071, -0.512], [-0.754, -0.747, 0.160], [0.460, 0.149, -0.073], [0.205, 0.289, -0.236], [-0.185, -0.148, 0.571], [0.246, -0.171, -0.488], [-0.087, 0.237, -0.227], [0.479, 0.487, -0.049], [-0.043, -0.278, 0.152], [-0.356, -0.152, 0.054], [-0.288, -0.230, 0.044], [0.222, 0.187, -0.034], [0.363, 0.026, 0.244]],
  "multiplicity": 1,
  "de_lowest_kcal_mol": 73.7,
  "smiles": "C[C@@H](N)CCC=O.O.O.O.O.O.O.O.O.O.O.O"
}